Record 1
The following is a quantum chemistry calculation of C24H21MoN5O7 as an isolated structure at a distorted geometry, from OMol25.

Element x y z (Å)
Mo: -0.6000 -0.6389 -0.0480
O: -1.3267 -3.4712 -2.7467
C: -1.1538 -2.3806 -2.2599
N: -0.1219 -1.9942 -1.4182
C: 1.1651 -2.5220 -1.5839
C: 1.5572 -3.4842 -2.5161
C: 2.8947 -3.8223 -2.5868
C: 3.8202 -3.2099 -1.7449
C: 3.4239 -2.2578 -0.8286
C: 2.0748 -1.8992 -0.7470
N: 1.5417 -0.8870 0.0652
C: 2.1956 -0.7967 1.2892
O: 2.6217 -1.7443 1.9104
C: 2.4154 0.5695 1.8998
C: 2.6122 0.6535 3.2756
C: 2.9645 1.8764 3.8145
C: 3.1433 2.9564 2.9586
C: 2.9255 2.7738 1.6057
N: 2.5455 1.6074 1.0775
C: -2.0533 -1.2217 -2.5877
C: -3.1228 -1.3596 -3.4477
C: -3.8081 -0.2062 -3.8062
C: -3.3753 1.0127 -3.3148
C: -2.3121 1.0419 -2.4207
N: -1.6795 -0.0606 -2.0356
H: 0.8281 -3.9670 -3.1461
H: 3.2184 -4.5731 -3.2948
H: 4.8637 -3.4890 -1.8062
H: 4.1503 -1.7982 -0.1762
H: 2.4878 -0.2375 3.8722
H: 3.1152 1.9856 4.8799
H: 3.4406 3.9275 3.3279
H: 3.0476 3.5984 0.9119
H: -3.3769 -2.3393 -3.8237
H: -4.6555 -0.2578 -4.4760
H: -3.8549 1.9383 -3.5982
H: -1.9405 1.9743 -2.0255
O: 0.2203 1.2410 -0.5943
C: -0.2339 2.5099 -0.0741
C: -1.5878 2.3453 0.5843
N: -1.5996 1.0990 1.3188
C: -0.8134 1.0906 2.5460
C: -0.5157 -0.3628 2.9224
O: -0.3223 -0.6938 4.0693
O: -0.4658 -1.1644 1.8918
C: -2.9959 0.7030 1.6041
C: -3.4824 -0.3020 0.5577
O: -4.6112 -0.2990 0.1268
O: -2.5536 -1.1532 0.2227
H: 1.1947 1.1613 -0.4099
H: -0.2824 3.2426 -0.8843
H: 0.4931 2.8824 0.6498
H: -2.3708 2.2378 -0.1663
H: -1.8650 3.2101 1.2013
H: -1.3287 1.5901 3.3733
H: 0.1400 1.5935 2.3856
H: -3.6517 1.5748 1.6544
H: -3.0395 0.1964 2.5719

Its HOMO energy (alpha / beta) is -7.39 / -7.70 eV. The energy comes out at -48869.9601 eV. As for the HOMO-LUMO gap (alpha / beta): 6.596 / 6.611 eV. The LUMO energy (alpha / beta) is -0.0291 / -0.0402 hartree. The maximum force comes out at 1.18 eV/Å. The relative energy (zero: lowest compared OMol25 entry of this formula, charge and spin) is 0.515 eV.

Mulliken population analysis, charges in e, atoms 1 to 8: -0.061 -0.656 -0.178 0.413 0.347 -0.806 -0.665 -0.762

Record 2
The following is a quantum chemistry calculation of one molecule with the formula C7H10O at a distorted geometry, from OMol25.

Element x y z (Å)
O: -0.5591 -2.5791 -1.0148
C: -1.0107 -1.5252 -1.2487
C: -0.2472 -0.2530 -1.0710
C: -0.9548 1.0076 -0.4039
C: -0.2178 1.4110 0.9491
C: 0.5890 -0.0780 1.2715
C: 1.8220 -0.7867 0.9456
C: 0.8937 -0.3982 -0.1967
H: -1.9500 -1.5379 -1.9779
H: -0.2932 -0.0049 -2.0719
H: -1.9290 0.5853 -0.1763
H: -1.2675 1.8907 -0.8875
H: -0.9977 1.5339 1.7064
H: 0.2657 2.3991 0.6150
H: -0.4777 -0.5962 1.6831
H: 2.1556 -1.6742 1.5122
H: 2.7477 -0.0271 0.7616
H: 1.4309 0.6329 -0.3955

Its HOMO energy is -9.07 eV. The energy comes out at -9461.9507 eV. As for the HOMO-LUMO gap: 10.059 eV. The LUMO energy is 0.0362 hartree. The maximum force comes out at 6.81 eV/Å. Its SMILES is O=C[C@H]1CC[C@@H]2C[C@H]21. The relative energy (zero: lowest compared OMol25 entry of this formula, charge and spin) is 6.610 eV.

Mulliken population analysis, charges in e, atoms 1 to 8: -0.402 -0.328 0.241 -0.853 -0.780 -0.120 -0.428 -0.276

Record 3
The following is a quantum chemistry calculation of C38H40BiCl2N2O2PS3 as an isolated structure, from OMol25.

Element x y z (Å)
Bi: -0.2369 -0.1919 0.1573
C: 0.8653 1.9986 -2.1758
N: 0.7585 0.5287 -2.1795
C: 2.1011 -0.0592 -2.2747
C: 2.1061 -1.5751 -2.1882
N: 1.3734 -2.1055 -1.0294
C: 2.2511 -2.2798 0.1473
C: 0.7068 -3.3530 -1.3194
C: 1.3213 -4.3066 -2.1270
C: 0.7103 -5.5174 -2.4030
C: -0.5364 -5.7875 -1.8566
C: -1.1473 -4.8522 -1.0425
C: -0.5397 -3.6268 -0.7540
S: -1.4178 -2.5412 0.3217
C: -0.2035 0.0933 -3.1606
C: 0.1808 -0.3590 -4.4175
C: -0.7629 -0.7738 -5.3438
C: -2.1089 -0.7316 -5.0169
C: -2.5011 -0.2709 -3.7720
C: -1.5640 0.1527 -2.8315
S: -2.1505 0.7821 -1.2825
H: 1.2972 2.3510 -3.1189
H: -0.1219 2.4360 -2.0449
H: 1.5056 2.3102 -1.3515
H: 2.6762 0.3559 -1.4505
H: 2.5949 0.2402 -3.2082
H: 3.1545 -1.8967 -2.1671
H: 1.6519 -1.9942 -3.0842
H: 3.0154 -3.0373 -0.0613
H: 1.6487 -2.6224 0.9900
H: 2.7271 -1.3345 0.4027
H: 2.2999 -4.1005 -2.5421
H: 1.2059 -6.2414 -3.0359
H: -1.0349 -6.7250 -2.0654
H: -2.1214 -5.0541 -0.6158
H: 1.2289 -0.3849 -4.6836
H: -0.4435 -1.1285 -6.3146
H: -2.8550 -1.0625 -5.7271
H: -3.5494 -0.2403 -3.5056
Cl: 5.2594 5.7066 1.8404
C: 4.3146 4.2873 1.4863
C: 4.9705 3.1247 1.0473
C: 4.2527 1.9987 0.7641
Cl: 5.0662 0.5694 0.2052
C: 2.8213 1.9318 0.8999
O: 2.1785 0.8777 0.6301
C: 2.2014 3.1411 1.3478
C: 0.7824 3.2247 1.5719
O: -0.0628 2.3424 1.4744
C: 2.9589 4.2963 1.6277
H: 6.0456 3.1231 0.9297
H: 0.4464 4.2322 1.8902
H: 2.4535 5.1925 1.9679
C: -3.0415 1.8341 2.3142
P: -2.2386 0.2036 2.2138
C: -3.6605 -0.9247 2.3422
C: -4.0703 -1.4853 3.5484
C: -5.1924 -2.2999 3.5902
C: -5.9130 -2.5518 2.4315
C: -5.5089 -1.9926 1.2272
C: -4.3820 -1.1874 1.1788
C: -1.3282 -0.0191 3.7672
C: -0.7173 -1.2545 3.9944
C: 0.0040 -1.4723 5.1558
C: 0.1224 -0.4615 6.1019
C: -0.4646 0.7733 5.8727
C: -1.1837 0.9976 4.7058
H: -3.5850 1.9460 3.2531
H: -3.7494 1.8955 1.4869
H: -2.2928 2.6141 2.1966
H: -3.5098 -1.2925 4.4550
H: -5.5035 -2.7377 4.5297
H: -6.7872 -3.1891 2.4665
H: -6.0630 -2.1960 0.3203
H: -4.0475 -0.7757 0.2336
H: -0.8136 -2.0468 3.2586
H: 0.4781 -2.4306 5.3222
H: 0.6811 -0.6353 7.0130
H: -0.3654 1.5673 6.6017
H: -1.6354 1.9660 4.5371
C: 2.8740 0.6207 4.0172
S: 3.3384 -0.9989 3.3824
C: 4.1916 -1.6200 4.8428
H: 3.7459 1.2641 4.1370
H: 2.3518 0.5184 4.9663
H: 2.1911 1.0672 3.2958
H: 3.5107 -1.6900 5.6917
H: 5.0337 -0.9797 5.1043
H: 4.5678 -2.6143 4.6088

Its HOMO energy is -7.62 eV. The energy comes out at -119811.6519 eV. As for the HOMO-LUMO gap: 7.830 eV. The LUMO energy is 0.0078 hartree. The maximum force comes out at 0.20 eV/Å. The relative energy (zero: lowest compared OMol25 entry of this formula, charge and spin) is 0.327 eV.

Mulliken population analysis, charges in e, atoms 1 to 8: 2.143 -1.048 1.128 -0.838 -1.602 1.998 -1.080 -1.340

Record 4
The following is a quantum chemistry calculation of C4H9FN2O as an isolated structure at a distorted geometry, from OMol25.

Element x y z (Å)
C: -0.1841 0.2774 -2.9251
C: -0.3299 -0.8107 0.4822
C: -0.1862 0.6743 0.8930
C: 1.2367 1.2074 0.8454
H: 0.1786 -0.7663 -3.6312
H: 0.3699 1.2335 -3.3273
H: -1.3950 0.4085 -2.8605
H: 0.1483 -1.8518 -1.3237
H: -0.4878 -1.1705 2.2382
H: -0.8617 1.1888 0.1447
H: 1.8726 0.3478 -0.0985
H: 1.7083 0.9994 2.0593
H: 1.1781 2.3812 0.7088
N: -0.1885 -0.9369 -0.9039
N: -0.3817 -1.7111 1.3610
O: 0.4639 0.1123 -1.6507
F: -0.6278 0.7529 2.2581

Its HOMO energy is -9.47 eV. The energy comes out at -12033.5496 eV. As for the HOMO-LUMO gap: 10.125 eV. The LUMO energy is 0.0243 hartree. The maximum force comes out at 5.11 eV/Å. The relative energy (zero: lowest compared OMol25 entry of this formula, charge and spin) is 4.832 eV.

Mulliken population analysis, charges in e, atoms 1 to 8: -0.527 0.210 0.356 -0.789 0.209 0.225 0.250 0.298